[1]
An isolated molecule of C4H8O2S in a non-equilibrium geometry, computed with the ωB97M-V functional and the def2-TZVPD basis.

Spin multiplicity: 3
⟨S²⟩: 2.01
Orbital gap (spin up / spin down) (eV): 6.62 / 7.37
Energy above the lowest of the compared OMol25 structures with the same formula, charge and spin (eV): 0.226

XYZ file:
```
15
C4H8O2S the ωB97M-V functional and the def2-TZVPD basis
C 1.226 -0.222 -0.955
S -0.141 0.915 -1.257
H -2.708 -0.939 0.493
C 1.858 0.209 0.419
H -1.377 -1.600 -0.501
H 1.925 -0.102 -1.780
O 1.028 0.101 1.428
H 0.834 -1.235 -0.919
C -1.637 -0.908 0.298
H -1.115 -1.212 1.205
H 2.270 1.236 0.264
C -1.255 0.484 -0.039
H 2.735 -0.473 0.511
O -2.000 1.431 0.499
H -1.645 2.317 0.336
```



[2]
A structure of composition C4H9NO2 in a non-equilibrium geometry, computed with the ωB97M-V functional and the def2-TZVPD basis.

Spin multiplicity: 1
Orbital gap (eV): 7.93
Energy above the lowest of the compared OMol25 structures with the same formula, charge and spin (eV): 5.129

XYZ file:
```
16
C4H9NO2 the ωB97M-V functional and the def2-TZVPD basis
C 1.149 -0.525 -0.014
H 0.581 -1.171 -2.050
H 1.331 2.038 0.451
N 0.378 2.042 0.812
H -0.070 -2.293 -0.781
O -2.118 -0.696 -0.301
H -2.125 -1.633 -0.060
H 0.519 0.378 2.023
H -0.224 2.475 0.123
C 0.133 -1.258 -1.064
C -0.913 -0.332 -0.756
C -0.007 0.715 1.132
H -0.902 0.661 -1.187
H 1.313 -1.283 0.765
H -1.064 0.654 1.388
O 2.019 0.229 -0.482
```



[3]
An isolated molecule of C20H25NO3, computed with the ωB97M-V functional and the def2-TZVPD basis.

Spin multiplicity: 1
SMILES: CCc1ccc(OC[C@H]2NCCc3cc(OC)c(OC)cc32)cc1
Orbital gap (eV): 8.51
Energy above the lowest of the compared OMol25 structures with the same formula, charge and spin (eV): 3.415

XYZ file:
```
49
C20H25NO3 the ωB97M-V functional and the def2-TZVPD basis
H -0.740 2.554 1.341
H 4.776 -3.396 -0.846
H -1.769 -1.780 1.540
H 5.220 0.944 -0.220
C 2.748 -1.339 -0.133
C -2.340 -1.096 0.932
H 2.048 3.597 1.247
H -7.666 -1.027 -0.557
H 0.172 3.778 -0.421
C -5.559 -1.023 -1.062
H -2.264 2.113 -0.152
C -2.595 1.097 -0.003
H -5.714 -0.487 -2.001
C -6.721 -0.721 -0.113
C -1.862 0.206 0.773
N 0.975 3.171 -0.552
C 3.362 2.924 -0.332
H 0.673 -0.842 -0.177
C 5.259 -2.906 0.002
H -3.868 -2.503 0.469
C -3.775 0.686 -0.597
H 6.317 -3.167 0.018
H -0.087 1.447 -0.933
C 1.852 0.920 -0.216
C 4.053 -0.814 -0.146
C 1.279 -3.215 0.052
C -4.254 -0.606 -0.446
H -5.541 -2.092 -1.279
H 2.233 4.749 -0.091
H 0.780 -2.820 0.943
C 3.137 1.443 -0.234
O 5.231 -1.502 -0.118
H -6.767 0.344 0.102
H 0.713 1.760 1.994
C -0.046 1.711 1.209
O -0.698 0.485 1.429
H 4.242 3.215 0.243
C 0.636 1.810 -0.190
H -4.331 1.393 -1.197
C 4.209 0.566 -0.204
C -3.517 -1.490 0.333
O 2.581 -2.705 -0.081
C 2.134 3.689 0.152
H 0.666 -3.004 -0.830
H 4.788 -3.242 0.928
H 1.400 -4.293 0.154
H -6.590 -1.254 0.826
C 1.679 -0.457 -0.176
H 3.541 3.179 -1.380
```



[4]
A cluster of 6 separate species, C10H32O6 in total in a non-equilibrium geometry, computed with the ωB97M-V functional and the def2-TZVPD basis.

Spin multiplicity: 1
SMILES: CCO.CCO.CCO.CCO.CO.CO
Orbital gap (eV): 10.04
Energy above the lowest of the compared OMol25 structures with the same formula, charge and spin (eV): 3.165

XYZ file:
```
48
C10H32O6 the ωB97M-V functional and the def2-TZVPD basis
O 30.783 -7.545 -1.809
H 30.239 -7.312 1.585
H 30.309 -10.435 0.430
H 29.538 -9.286 -3.197
H 31.947 -5.663 -4.943
H 26.394 -6.001 -2.843
H 30.346 -7.735 -0.989
H 30.761 -2.504 -0.158
H 32.988 -3.822 -0.392
H 27.472 -8.006 -1.036
H 30.452 -12.162 -3.907
H 30.202 -9.863 -4.797
H 30.340 -5.263 -0.498
H 32.306 -4.998 -3.372
C 31.512 -5.011 -4.129
H 32.415 -7.748 -0.718
O 30.278 -3.257 0.046
H 32.190 -9.206 -1.793
C 32.253 -4.511 -0.101
O 25.425 -6.586 -1.241
C 30.886 -4.326 -0.599
H 32.713 -7.730 -2.514
H 25.834 -7.671 -2.987
H 30.537 -6.322 -3.012
H 28.284 -6.504 -1.476
H 32.529 -5.420 -0.613
H 24.757 -5.963 -1.551
H 27.995 -10.157 -4.795
H 29.551 -11.721 -2.437
C 29.133 -8.854 1.134
C 32.087 -8.086 -1.717
H 28.151 -8.456 0.993
H 30.823 -3.893 -1.539
H 28.226 -7.708 -2.699
H 32.326 -4.465 1.008
H 31.397 -3.987 -4.406
O 30.033 -7.807 0.761
C 27.637 -7.316 -1.853
H 29.177 -9.168 2.133
C 26.291 -6.916 -2.302
C 29.361 -10.001 0.222
C 29.700 -10.197 -3.824
O 28.531 -10.761 -4.269
C 30.278 -11.417 -3.165
O 30.361 -5.460 -3.448
H 29.356 -9.654 -0.757
H 31.142 -11.098 -2.543
H 28.533 -10.742 0.328
```



[5]
An isolated molecule of C27H28FN5O3, computed with the ωB97M-V functional and the def2-TZVPD basis.

Spin multiplicity: 1
SMILES: O=C(CCC(=O)N(c1cccc(F)c1)[C@H](C(=O)NC1CCCC1)c1ccncc1)Nc1cccnc1
Orbital gap (eV): 8.95
Energy above the lowest of the compared OMol25 structures with the same formula, charge and spin (eV): 0.000

XYZ file:
```
64
C27H28FN5O3 the ωB97M-V functional and the def2-TZVPD basis
H -5.275 1.718 -0.037
H -2.919 3.471 -0.855
H 0.969 -3.726 -2.774
C -4.574 3.238 1.340
H 0.110 -2.228 -3.205
H 3.355 -2.531 3.350
H -5.381 3.359 -0.695
H -3.448 -0.476 -1.396
C 0.507 -2.821 -2.381
H 4.212 -0.085 -0.857
O 0.092 -0.113 -1.740
C -3.193 2.725 1.786
C 1.562 -2.014 -1.617
H 1.475 -1.485 2.119
C 3.541 -1.995 2.433
H -0.795 2.793 0.209
H -5.824 -1.842 1.621
H 3.244 5.188 0.517
C 1.175 2.677 -1.425
C 5.046 -1.216 0.760
C -0.610 -3.236 -1.425
C 2.652 4.452 -0.010
C -2.983 -3.259 0.456
C 2.260 3.276 0.611
H 5.666 -2.353 2.456
H -5.363 2.905 2.011
C 2.488 -1.409 1.753
H 1.391 4.166 -2.962
N -4.689 -1.091 0.102
H -4.586 4.329 1.329
N -1.221 1.924 0.494
C -2.710 -2.296 -0.511
O -0.872 -0.258 0.983
H 1.443 1.058 1.571
N 1.648 -0.104 -0.117
H 1.896 -2.583 -0.748
H 2.428 -1.838 -2.262
C -4.934 -2.005 1.029
H -2.947 0.852 0.716
C 1.623 3.882 -1.944
H -2.516 3.558 1.984
N 2.342 4.753 -1.258
C -4.784 2.690 -0.078
O -0.580 -4.284 -0.818
H -3.321 1.866 -1.488
H -1.437 -1.437 -1.838
H 0.586 2.000 -2.021
C -3.614 -1.238 -0.644
C -0.460 0.837 0.664
N -1.604 -2.314 -1.353
C 1.021 -0.667 -1.175
C -2.661 1.900 0.602
H 2.543 3.077 1.634
H -3.251 2.121 2.689
C 4.014 -0.620 0.058
C -4.116 -3.105 1.236
C 4.833 -1.903 1.941
C 1.069 1.068 0.539
F 6.298 -1.116 0.275
C 1.500 2.358 -0.108
C -3.368 2.505 -0.610
H -2.318 -4.097 0.589
C 2.726 -0.727 0.564
H -4.356 -3.829 1.999
```



[6]
A structure of composition C33H28BrN6O4S2V, computed with the ωB97M-V functional and the def2-TZVPD basis.

Spin multiplicity: 1
Orbital gap (spin up / spin down) (eV): 4.84 / 4.80
Charge: +2
Energy above the lowest of the compared OMol25 structures with the same formula, charge and spin (eV): 0.000

XYZ file:
```
75
C33H28BrN6O4S2V the ωB97M-V functional and the def2-TZVPD basis
C -0.803 -2.776 1.385
H -0.368 5.050 -0.616
C -2.839 2.828 2.378
H 4.805 0.822 3.865
H 1.632 3.555 -0.089
C -0.447 -4.128 1.439
C -1.570 -2.565 -1.712
H -3.543 -2.535 -4.257
C -0.356 0.264 -4.303
C -0.186 5.563 0.330
N -0.746 -1.641 -1.019
C 1.734 4.075 0.866
C 2.117 -1.027 -4.524
N -2.234 -2.065 -2.742
H 2.022 -1.324 -2.422
H -0.285 5.793 3.085
C -1.896 3.789 2.109
C -3.083 -4.262 -3.042
C 0.630 5.348 2.696
C 4.109 -0.414 2.239
C -2.470 -4.554 2.678
C 2.703 0.434 3.964
O -1.615 0.699 -1.663
H -3.705 -4.959 -3.583
C 3.072 -1.881 0.507
H 0.674 1.883 0.980
H 2.545 0.946 4.902
H -1.005 -6.048 2.203
H 2.412 4.914 0.713
S -0.473 -0.142 -1.668
C 1.530 -0.912 -3.295
V 0.303 -1.442 0.530
C -1.277 -5.004 2.123
H -3.767 -2.879 3.071
C -2.993 -2.930 -3.411
C 0.237 0.155 -5.532
O 1.816 -2.223 0.082
N 2.069 -0.599 -6.877
O 4.064 -2.260 -0.014
H 0.447 -4.488 0.949
C 1.619 -0.184 3.344
N 1.725 -0.806 2.166
C -2.497 1.498 2.134
H -3.809 3.093 2.777
H 2.962 -1.046 -6.985
H 3.072 -1.525 -4.624
Br 0.030 -0.247 4.341
H -1.124 6.009 0.660
H 1.642 -0.210 -7.698
N -1.554 -3.809 -1.276
H -2.332 -5.687 -1.608
H 0.519 6.375 0.147
H -0.251 0.565 -6.407
H 2.206 3.401 1.586
C 3.955 0.348 3.393
C 0.296 -0.257 -3.177
H 1.032 4.679 3.459
C 1.486 -0.491 -5.672
C -2.848 -3.213 2.606
C 0.391 4.599 1.377
N -1.096 -0.217 1.460
C 2.983 -0.961 1.682
C -2.009 -2.325 1.967
C -0.296 2.153 1.361
H 1.348 6.154 2.539
H -1.316 0.749 -4.191
H -3.116 -5.257 3.187
H -2.149 4.823 2.297
S -3.426 0.074 2.474
H 5.070 -0.604 1.781
C -0.610 3.473 1.615
O 0.560 0.169 -0.611
C -1.250 1.161 1.603
C -2.328 -4.660 -1.953
C -2.144 -0.882 1.918
```



[7]
A structure of composition C12H35B2NO2Rb3 in a non-equilibrium geometry, computed with the ωB97M-V functional and the def2-TZVPD basis.

Spin multiplicity: 1
Orbital gap (eV): 7.60
Charge: +1

XYZ file:
```
55
C12H35B2NO2Rb3 the ωB97M-V functional and the def2-TZVPD basis
H -7.088 -3.333 26.007
H -9.859 4.138 22.664
H -8.829 -0.748 24.118
C -9.562 -1.475 26.001
C -9.644 -0.518 24.812
H -12.075 4.177 23.454
O -10.750 -3.285 24.866
C -11.896 3.409 22.692
H -9.688 -5.429 27.901
C -8.217 -1.073 26.690
H -12.212 -0.506 21.850
H -10.942 -4.207 27.568
H -10.746 -0.159 27.301
O -10.161 3.057 20.973
H -8.755 -2.934 19.663
H -8.191 -5.914 26.127
H -11.298 6.048 22.002
C -8.754 -5.177 25.548
H -11.353 -3.437 25.615
H -8.102 -4.902 24.722
H -10.129 5.575 20.779
H -11.705 2.490 23.247
H -10.561 -0.663 24.243
H -9.660 -5.679 25.205
H -8.026 -1.157 19.456
H -9.541 -3.936 28.632
H -6.599 -1.901 27.780
H -11.824 5.160 20.500
Rb -10.117 -2.173 22.245
Rb -9.940 1.382 18.371
C -7.653 -2.119 27.601
C -7.702 -3.488 26.905
H -8.651 -2.166 17.961
H -12.755 3.270 22.041
H -10.875 -1.797 27.822
Rb -13.754 -1.701 20.323
C -10.689 3.950 21.975
H -7.127 -4.199 27.502
N -9.564 -2.908 25.546
H -10.619 2.206 21.103
H -8.189 -2.178 28.552
C -10.732 -1.186 26.930
H -9.849 -1.521 19.229
H -11.908 1.238 21.133
C -9.055 -3.977 26.432
C -11.063 5.282 21.267
H -11.651 -1.272 26.337
H -7.459 -0.745 25.973
H -10.501 0.208 21.804
H -11.344 -0.309 20.321
H -9.451 0.531 25.021
B -8.809 -1.944 19.092
B -11.508 0.169 21.306
C -9.869 -4.372 27.687
H -8.320 -0.187 27.327
```



[8]
A cluster of 2 separate species, C2H2Cl2FNOS in total in a non-equilibrium geometry, computed with the ωB97M-V functional and the def2-TZVPD basis.

Spin multiplicity: 1
Orbital gap (eV): 8.63
Energy above the lowest of the compared OMol25 structures with the same formula, charge and spin (eV): 3.068

XYZ file:
```
10
C2H2Cl2FNOS the ωB97M-V functional and the def2-TZVPD basis
C -1.392 0.073 -0.213
Cl -2.582 -1.220 0.213
C 0.013 0.097 0.493
S 2.784 0.209 -0.162
F -1.131 0.094 -1.613
O 0.079 0.352 1.742
H 2.588 -0.939 1.368
Cl -2.145 1.800 0.051
N 0.983 -0.131 -0.463
H 0.804 -0.336 -1.415
```



Calculated DFT total energy (a.u.), listed in the same order as above: -705.7220, -362.8970, -1057.5482, -851.4889, -1645.1241, -6217.7628, -805.0794, -1625.7265